{
  "formula": "C17H23B2F2IN3O8",
  "method": "the ωB97M-V functional and the def2-TZVPD basis",
  "elements": ["C", "C", "O", "B", "O", "N", "C", "C", "C", "O", "C", "C", "C", "C", "C", "C", "C", "I", "C", "N", "O", "C", "B", "O", "O", "C", "N", "C", "O", "F", "C", "O", "F", "H", "H", "H", "H", "H", "H", "H", "H", "H", "H", "H", "H", "H", "H", "H", "H", "H", "H", "H", "H", "H", "H", "H"],
  "xyz": [[-0.7560, -1.6021, 4.2175], [0.0156, -1.7278, 2.9316], [-0.8415, -1.3877, 1.8066], [-0.7493, -0.1706, 1.2990], [-0.4878, 0.9695, 2.0089], [-1.0190, 0.0988, -0.2113], [0.0750, -0.0886, -1.2187], [1.4763, -0.2163, -0.6959], [1.9686, 1.0847, -0.1061], [1.2344, 2.0518, -0.0980], [3.3277, 1.1231, 0.4639], [3.9957, 2.3412, 0.5689], [5.2725, 2.4029, 1.1019], [5.8985, 1.2472, 1.5551], [5.2371, 0.0273, 1.4810], [3.9581, -0.0291, 0.9364], [-0.4142, -1.3555, -1.9268], [-0.0148, -3.2447, -0.8975], [0.1111, -1.5759, -3.3325], [0.0107, -0.3478, -4.1353], [-1.8005, -1.1129, -2.0175], [-2.3164, -0.3995, -0.9012], [-3.0670, 0.9177, -1.5507], [-2.8768, 1.1509, -2.8808], [-3.7995, 1.7503, -0.7681], [-3.2748, 3.0774, -0.5200], [-3.0894, -1.3299, -0.1036], [-4.0917, -0.7105, 0.7006], [-5.2066, -0.5152, 0.4324], [-3.5745, -0.3426, 1.8565], [-3.6624, -2.4021, -0.8693], [-4.4407, -2.2969, -1.7273], [-3.2552, -3.5614, -0.4396], [-0.1644, -1.9341, 5.0626], [-1.0475, -0.5702, 4.3807], [-1.6729, -2.1724, 4.1258], [0.9198, -1.1200, 2.9409], [0.3182, -2.7536, 2.7594], [0.4482, 1.1513, 2.1570], [-1.1527, 1.1155, -0.1957], [0.0213, 0.6579, -2.0062], [1.6087, -1.0400, -0.0025], [2.1151, -0.4476, -1.5474], [3.5273, 3.2472, 0.2154], [5.8081, 3.3350, 1.1756], [6.8971, 1.2631, 1.9585], [5.6948, -0.8824, 1.8278], [3.4878, -0.9987, 0.9089], [1.1256, -1.9651, -3.2801], [-0.4939, -2.3628, -3.7671], [-0.2981, -0.6073, -5.0632], [0.9481, 0.0123, -4.2749], [-2.4486, 2.0064, -3.0172], [-3.9236, 3.7962, -1.0040], [-3.3164, 3.2561, 0.5475], [-2.2451, 3.1871, -0.8618]],
  "atomic_forces_ev_per_a": [[-0.2, 0.3, -0.3], [-0.3, -0.3, 0.4], [0.8, -0.1, -0.7], [-0.1, 0.0, 1.0], [0.4, -0.3, -0.4], [-1.2, 1.5, 0.1], [0.3, -2.2, -0.4], [0.1, 0.6, 0.1], [0.2, 0.0, 0.2], [-0.2, 0.2, -0.2], [0.3, -0.1, 0.2], [0.2, 0.3, 0.0], [0.1, -0.3, 0.1], [-0.3, -0.4, -0.1], [-0.4, 0.3, -0.2], [0.4, -0.1, 0.1], [-0.6, -0.1, 0.0], [0.1, 0.1, 0.0], [0.1, 0.5, -0.4], [0.5, -0.4, 0.1], [0.0, -0.4, 0.6], [0.5, -0.7, -2.0], [-1.0, 0.2, -0.5], [1.1, -0.1, 0.7], [1.2, -0.1, 0.9], [-0.7, -0.1, 0.0], [0.2, 0.2, 0.6], [0.3, 0.0, -0.1], [-1.1, -0.2, -0.2], [0.7, 0.4, 0.6], [0.0, 0.3, 0.0], [-0.7, 0.3, -1.1], [0.4, -0.7, 0.6], [0.0, -0.2, 0.1], [0.0, 0.2, 0.1], [-0.1, -0.3, 0.2], [0.0, 0.2, -0.1], [0.0, -0.2, -0.1], [-0.1, 0.4, 0.2], [0.3, 0.1, 0.3], [-0.3, 0.4, 0.3], [-0.1, -0.2, 0.1], [0.1, -0.1, -0.1], [-0.1, 0.0, 0.0], [-0.1, 0.2, -0.1], [0.1, 0.2, 0.1], [0.2, -0.1, 0.1], [-0.2, -0.1, -0.1], [0.1, 0.0, 0.1], [-0.1, -0.1, -0.1], [-0.3, 0.2, 0.0], [0.0, 0.2, 0.0], [-0.5, 0.2, -0.5], [0.1, 0.2, -0.2], [0.1, 0.0, 0.2], [0.1, 0.1, -0.1]],
  "e_above_lowest_kj_mol": 64.6,
  "total_charge": 1,
  "energy_ev": -53738.605,
  "homo_energy_ha": -0.464,
  "smiles": "CCOB(O)[N@H+]1[C@@H](CC(=O)c2ccccc2)[C@](I)(CN)O[C@@]1(B(O)OC)N(C(=O)F)C(=O)F"
}